(1)
C64H56BrF4Ge2N2PPdSi as an isolated structure, computed with ωB97M-V/def2-TZVPD.

Summary:
- E (Eh) = -10467.64531
- frontier orbital gap (spin up / spin down) (eV) = 5.39 / 5.66
- spin multiplicity = 2
- HOMO (spin up / spin down) (eV) = -10.04 / -9.92
- net charge = +1

Last column: Mulliken charge in e.
Element x y z (Å)
Pd (0.085, 0.050, -0.472)  0.797
C (-1.103, -0.027, 3.386)  -1.055
C (-2.144, 0.002, 2.319)  0.137
C (-3.505, -0.069, 2.626)  -0.802
C (-4.428, -0.050, 1.590)  -0.973
C (-4.002, 0.131, 0.291)  -0.796
C (-2.619, 0.230, 0.041)  -0.194
N (-1.742, 0.083, 1.065)  1.034
N (-2.053, 0.460, -1.144)  0.529
Si (-2.639, 1.528, -2.377)  -0.268
C (-3.836, 0.697, -3.625)  -1.415
C (-1.066, 2.095, -3.283)  -0.108
C (-3.545, 2.995, -1.549)  -0.899
H (-1.303, 0.724, 4.148)  0.480
H (-0.122, 0.158, 2.956)  -0.337
H (-1.089, -1.003, 3.870)  0.230
H (-3.816, -0.149, 3.655)  0.596
H (-5.479, -0.172, 1.807)  0.438
H (-4.690, 0.177, -0.535)  0.587
H (-3.313, 0.069, -4.342)  0.303
H (-4.342, 1.477, -4.183)  0.479
H (-4.591, 0.098, -3.126)  0.405
H (-0.739, 1.360, -4.012)  0.418
H (-0.244, 2.269, -2.584)  -0.675
H (-1.240, 3.023, -3.819)  0.506
H (-4.562, 2.737, -1.277)  0.477
H (-3.588, 3.840, -2.225)  0.428
H (-3.028, 3.323, -0.653)  0.149
F (7.096, -0.654, 0.933)  -0.336
C (5.962, -0.510, 0.259)  0.622
C (5.958, -0.426, -1.132)  0.392
F (7.094, -0.508, -1.819)  -0.312
C (4.758, -0.261, -1.814)  0.094
F (4.858, -0.112, -3.134)  -0.394
C (3.515, -0.216, -1.180)  -1.255
P (1.908, -0.132, -2.122)  2.915
C (1.945, -1.589, -3.245)  0.136
C (0.957, -2.556, -3.089)  0.371
C (0.858, -3.621, -3.970)  -0.116
C (1.769, -3.754, -5.002)  -0.948
C (2.761, -2.799, -5.162)  -0.923
C (2.834, -1.713, -4.314)  -0.097
C (2.301, 1.201, -3.291)  0.407
C (3.031, 2.316, -2.892)  -0.176
C (3.332, 3.299, -3.818)  -0.866
C (2.893, 3.186, -5.127)  -0.835
C (2.125, 2.099, -5.512)  -1.036
C (1.815, 1.116, -4.594)  -1.023
C (3.557, -0.256, 0.220)  0.336
Br (2.036, 0.009, 1.316)  -0.334
C (4.749, -0.403, 0.922)  0.327
F (4.720, -0.438, 2.255)  -0.424
H (0.240, -2.460, -2.285)  -1.424
H (0.069, -4.351, -3.849)  0.507
H (1.702, -4.576, -5.699)  0.441
H (3.481, -2.889, -5.962)  0.454
H (3.567, -0.957, -4.525)  0.502
H (3.363, 2.412, -1.865)  0.379
H (3.922, 4.148, -3.511)  0.416
H (3.148, 3.948, -5.845)  0.478
H (1.778, 2.009, -6.531)  0.480
H (1.204, 0.274, -4.890)  0.710
C (3.582, -5.024, -0.497)  -0.958
C (3.584, -4.065, 0.501)  -1.305
C (2.430, -3.348, 0.777)  -0.294
C (1.262, -3.575, 0.062)  0.464
C (1.257, -4.572, -0.900)  -0.560
C (2.406, -5.293, -1.175)  -0.607
Ge (-0.420, -2.432, 0.339)  3.970
C (-1.909, -3.062, -0.902)  0.532
C (-2.270, -2.359, -2.045)  0.213
C (-3.319, -2.785, -2.844)  -1.108
C (-4.019, -3.930, -2.509)  -0.905
C (-3.669, -4.640, -1.373)  -0.994
C (-2.625, -4.207, -0.573)  -0.534
C (-1.096, -3.154, 2.081)  0.174
C (-0.235, -3.776, 2.976)  -0.636
C (-0.713, -4.348, 4.141)  -0.630
C (-2.065, -4.303, 4.432)  -0.835
C (-2.939, -3.703, 3.540)  -0.984
C (-2.457, -3.130, 2.377)  -0.246
H (4.491, -5.557, -0.736)  0.413
H (4.479, -3.877, 1.076)  0.534
H (2.445, -2.640, 1.594)  0.732
H (0.342, -4.797, -1.427)  0.458
H (2.379, -6.064, -1.930)  0.470
H (-1.742, -1.450, -2.326)  -0.087
H (-3.591, -2.219, -3.724)  0.453
H (-4.832, -4.268, -3.133)  0.428
H (-4.219, -5.526, -1.103)  0.422
H (-2.367, -4.763, 0.316)  0.597
H (0.821, -3.831, 2.753)  0.202
H (-0.030, -4.835, 4.820)  0.448
H (-2.438, -4.743, 5.343)  0.398
H (-3.999, -3.693, 3.747)  0.468
H (-3.152, -2.677, 1.680)  0.726
C (-0.135, 2.293, 0.156)  -0.562
Ge (0.715, 3.999, 0.139)  1.138
C (0.093, 4.946, 1.795)  -0.244
C (-0.458, 4.307, 2.894)  -0.605
C (-0.961, 5.050, 3.951)  -0.640
C (-0.908, 6.433, 3.909)  -0.557
C (-0.338, 7.075, 2.822)  -0.775
C (0.167, 6.330, 1.773)  -0.163
C (2.701, 4.111, 0.136)  0.047
C (3.424, 3.342, 1.036)  -0.420
C (4.805, 3.419, 1.081)  -0.885
C (5.474, 4.285, 0.230)  -0.752
C (4.760, 5.074, -0.655)  -0.790
C (3.377, 4.998, -0.692)  -0.261
C (-0.109, 5.045, -1.348)  0.291
C (-1.329, 5.656, -1.092)  -0.619
C (-2.019, 6.306, -2.098)  -0.696
C (-1.474, 6.380, -3.369)  -0.683
C (-0.251, 5.785, -3.631)  -0.737
C (0.418, 5.100, -2.630)  0.154
H (-1.179, 2.384, 0.469)  0.661
H (-0.503, 3.226, 2.921)  0.374
H (-1.394, 4.549, 4.805)  0.421
H (-1.305, 7.015, 4.728)  0.396
H (-0.285, 8.153, 2.787)  0.420
H (0.609, 6.829, 0.921)  0.453
H (2.896, 2.694, 1.723)  0.724
H (5.351, 2.819, 1.794)  0.547
H (6.550, 4.361, 0.278)  0.449
H (5.282, 5.759, -1.310)  0.492
H (2.821, 5.641, -1.362)  0.488
H (-1.751, 5.622, -0.096)  0.372
H (-2.981, 6.753, -1.896)  0.456
H (-2.015, 6.882, -4.157)  0.401
H (0.174, 5.852, -4.622)  0.462
H (1.345, 4.588, -2.856)  0.284

(2)
A 2-piece molecular cluster, CH4ClN3S overall, computed with ωB97M-V/def2-TZVPD.

Summary:
- E (Eh) = -1062.98336
- frontier orbital gap (spin up / spin down) (eV) = 8.38 / 7.40
- spin multiplicity = 1
- HOMO (spin up / spin down) (eV) = -7.99 / -7.11
- net charge = 0

Last column: natural (NBO) charge in e.
Element x y z (Å)
C (-0.644, 0.317, 0.215)  -0.527
N (-0.496, -1.258, -2.253)  -0.309
N (0.509, -0.761, -1.913)  -0.031
N (1.247, 0.549, 2.149)  -0.943
S (-0.101, -0.438, 1.628)  0.522
Cl (-2.195, -0.142, -0.460)  0.009
H (-0.352, 1.279, -0.270)  0.234
H (-0.560, -1.849, -3.258)  0.306
H (0.801, 1.395, 2.704)  0.372
H (1.791, 0.908, 1.458)  0.366

(3)
The molecule C4H9O6P, computed with ωB97M-V/def2-TZVPD.

Summary:
- SMILES string = CO[C@](O)(C=O)[P@](=O)(O)OC
- E (Eh) = -950.60132
- frontier orbital gap (eV) = 10.21
- spin multiplicity = 1
- HOMO (eV) = -9.64
- net charge = 0

Last column: natural (NBO) charge in e.
Element x y z (Å)
C (2.305, 0.477, 0.119)  -0.279
O (1.278, -0.059, 0.977)  -0.518
C (0.156, 0.729, 0.815)  0.048
O (0.422, 2.113, 0.913)  -0.727
C (-0.917, 0.389, 1.875)  0.447
O (-1.603, -0.560, 2.018)  -0.500
P (-0.786, 0.749, -0.781)  2.336
O (-0.167, 1.738, -1.632)  -1.061
O (-2.279, 1.016, -0.200)  -0.958
O (-0.715, -0.717, -1.311)  -0.806
C (-1.644, -1.740, -1.074)  -0.240
H (1.853, 0.947, -0.739)  0.218
H (3.072, -0.448, 0.039)  0.209
H (2.743, 1.349, 0.613)  0.169
H (1.060, 2.301, 1.648)  0.482
H (-1.156, 1.432, 2.464)  0.084
H (-2.229, 1.966, -0.200)  0.508
H (-2.179, -1.465, -0.198)  0.208
H (-1.047, -2.592, -1.168)  0.201
H (-2.318, -1.755, -1.899)  0.178

Which value of spin multiplicity does entry 3 give? 1

Number 2 is which compound? CH4ClN3S

Repeat the third record exactly.
The molecule C4H9O6P, computed with ωB97M-V/def2-TZVPD.

Summary:
- SMILES string = CO[C@](O)(C=O)[P@](=O)(O)OC
- E (Eh) = -950.60132
- frontier orbital gap (eV) = 10.21
- spin multiplicity = 1
- HOMO (eV) = -9.64
- net charge = 0

Last column: natural (NBO) charge in e.
Element x y z (Å)
C (2.305, 0.477, 0.119)  -0.279
O (1.278, -0.059, 0.977)  -0.518
C (0.156, 0.729, 0.815)  0.048
O (0.422, 2.113, 0.913)  -0.727
C (-0.917, 0.389, 1.875)  0.447
O (-1.603, -0.560, 2.018)  -0.500
P (-0.786, 0.749, -0.781)  2.336
O (-0.167, 1.738, -1.632)  -1.061
O (-2.279, 1.016, -0.200)  -0.958
O (-0.715, -0.717, -1.311)  -0.806
C (-1.644, -1.740, -1.074)  -0.240
H (1.853, 0.947, -0.739)  0.218
H (3.072, -0.448, 0.039)  0.209
H (2.743, 1.349, 0.613)  0.169
H (1.060, 2.301, 1.648)  0.482
H (-1.156, 1.432, 2.464)  0.084
H (-2.229, 1.966, -0.200)  0.508
H (-2.179, -1.465, -0.198)  0.208
H (-1.047, -2.592, -1.168)  0.201
H (-2.318, -1.755, -1.899)  0.178